No. 1
The following is a DFT calculation (ωB97M-V/def2-TZVPD) of a molecular structure, C16H11BrI2N2PtS5.

CARTESIAN COORDINATES (ANGSTROEM)
Pt  7.869  10.353  12.366
S  12.043  8.888  18.330
C  11.046  9.499  16.971
S  11.835  9.497  15.359
C  10.295  9.955  14.480
C  9.154  10.171  15.287
S  7.564  10.457  14.845
S  9.467  10.064  17.086
S  10.197  10.095  12.772
Br  8.072  4.450  8.531
C  8.152  6.274  8.789
C  6.974  7.005  8.573
C  7.011  8.381  8.829
C  8.134  8.947  9.455
C  9.277  8.147  9.623
C  9.356  6.855  9.212
N  8.101  10.185  10.211
C  8.212  11.321  9.582
C  8.056  12.574  10.313
C  8.087  13.837  9.806
C  7.798  14.904  10.628
C  7.544  14.743  11.958
C  7.596  13.457  12.452
N  7.814  12.418  11.636
H  6.041  6.556  8.226
H  6.157  9.003  8.690
H  10.058  8.646  10.180
H  10.177  6.234  9.524
H  8.366  11.325  8.488
H  8.364  14.052  8.760
H  7.793  15.974  10.297
H  7.425  15.613  12.637
H  7.359  13.177  13.473
I  4.873  9.533  12.338
C  5.468  7.632  13.096
I  7.487  7.208  12.734
H  4.874  6.861  12.602
H  5.384  7.683  14.175

Calculated values
- frontier orbital gap (spin up / spin down) (eV) = 5.7 / 4.1
- LUMO level (spin up / spin down) (eV) = -7.3493 / -9.3417
- net charge = +2
- F_max (eV Å⁻¹) = 2.69
- expectation value of S² = 6.04
- E_HOMO (spin up / spin down) (eV) = -13.094 / -13.479
- ΔE to the lowest compared entry with this formula, charge and spin (kJ/mol) = 19.9
- 2S+1 = 5

---

No. 2
The following is a DFT calculation (ωB97M-V/def2-TZVPD) of a molecular structure, C3H6O3Pm.

CARTESIAN COORDINATES (ANGSTROEM)
C  2.643  0.754  1.312
C  1.824  1.788  1.834
O  1.213  2.615  0.855
C  0.442  3.606  1.245
O  0.094  4.161  0.093
Pm  1.077  3.098  -1.913
H  3.507  0.540  1.946
H  2.573  0.588  0.232
H  2.194  2.388  2.667
H  -0.489  4.925  0.200
H  0.880  0.562  2.425
O  1.351  -0.645  2.153
H  0.880  -0.958  1.374

Calculated values
- frontier orbital gap (spin up / spin down) (eV) = 5.7 / 5.8
- LUMO level (spin up / spin down) (eV) = -9.8413 / -9.6915
- net charge = +2
- F_max (eV Å⁻¹) = 3.71
- expectation value of S² = 8.75
- E_HOMO (spin up / spin down) (eV) = -15.512 / -15.513
- ΔE to the lowest compared entry with this formula, charge and spin (kJ/mol) = 461.5
- 2S+1 = 6

---

No. 3
The following is a DFT calculation (ωB97M-V/def2-TZVPD) of 2 unconnected molecules or ions with the total composition C9H10NO2.

CARTESIAN COORDINATES (ANGSTROEM)
C  -2.806  -1.163  -0.029
C  -2.699  0.235  0.194
C  -1.698  -1.912  -0.026
C  -1.521  0.863  0.209
C  -0.424  -1.297  -0.049
C  -0.283  0.187  0.103
C  0.733  -2.129  -0.120
C  2.076  -1.910  -0.019
C  2.752  -0.767  0.287
N  1.376  3.020  -0.337
O  0.891  0.636  0.186
O  3.478  0.132  0.375
H  -3.754  -1.660  0.020
H  -3.723  0.803  0.290
H  -1.828  -2.898  0.039
H  -1.510  1.960  0.384
H  0.503  -3.274  -0.248
H  2.828  -2.814  -0.024
H  1.269  3.366  -1.364
H  1.067  3.819  0.235
H  0.887  1.627  0.151
H  2.386  3.177  -0.260

Calculated values
- frontier orbital gap (spin up / spin down) (eV) = 7.4 / 7.4
- LUMO level (spin up / spin down) (eV) = -4.9909 / -4.9904
- net charge = +1
- F_max (eV Å⁻¹) = 6.28
- E_HOMO (spin up / spin down) (eV) = -12.406 / -12.407
- ΔE to the lowest compared entry with this formula, charge and spin (kJ/mol) = 68.0

---

No. 4
The following is a DFT calculation (ωB97M-V/def2-TZVPD) of 2 unconnected molecules or ions with the total composition C4H11N3O2.

CARTESIAN COORDINATES (ANGSTROEM)
C  -1.130  1.828  -0.532
C  -1.131  -2.023  -1.044
C  1.911  0.411  1.453
C  -0.616  0.352  -0.828
N  0.605  0.238  -1.189
N  -1.483  -0.628  -0.967
N  0.488  0.274  1.621
O  -0.221  2.537  -0.200
O  -2.341  1.819  -0.690
H  -2.086  -2.588  -0.707
H  -0.754  -2.235  -2.092
H  -0.421  -2.342  -0.225
H  2.291  -0.509  1.242
H  2.129  1.019  0.555
H  2.539  0.840  2.401
H  1.142  1.129  -1.091
H  1.067  -0.614  -1.530
H  -2.343  -0.304  -0.502
H  0.106  1.150  1.800
H  0.249  -0.355  2.525

Calculated values
- frontier orbital gap (eV) = 9.5
- LUMO level (eV) = 0.4283
- net charge = 0
- F_max (eV Å⁻¹) = 4.56
- E_HOMO (eV) = -9.028
- ΔE to the lowest compared entry with this formula, charge and spin (kJ/mol) = 214.3

---

No. 5
The following is a DFT calculation (ωB97M-V/def2-TZVPD) of 3 unconnected molecules or ions with the total composition C23H43BrN5O9P2S2.

CARTESIAN COORDINATES (ANGSTROEM)
C  -5.626  3.615  -0.636
P  -5.915  2.026  -1.483
O  -7.204  1.383  -0.789
C  -4.438  1.078  -1.090
N  -4.287  -0.202  -0.916
C  -2.903  -0.663  -0.719
C  -2.440  -0.964  -2.184
C  -3.439  -1.797  -2.982
C  -4.367  -0.949  -3.856
N  -5.746  -0.945  -3.350
P  -2.672  -2.335  0.094
N  -3.008  -2.412  1.614
C  -2.116  0.460  -0.009
C  -2.353  0.695  1.481
C  -3.794  0.657  1.907
C  -4.076  0.659  3.407
C  -5.310  1.474  3.653
S  -6.854  0.633  3.164
C  -6.281  -0.840  2.463
N  -6.410  -1.094  1.270
N  -5.850  -2.363  1.066
C  -5.467  -2.737  2.167
O  -5.682  -1.845  3.109
C  -0.638  0.630  -0.401
C  0.425  0.235  0.608
O  1.296  0.996  0.924
Br  0.446  -1.549  1.405
S  -2.907  1.884  -0.939
H  -6.302  3.708  0.187
H  -4.605  3.732  -0.320
H  -5.822  4.372  -1.364
H  -7.009  0.658  -0.157
H  -5.079  -0.835  -0.940
H  -1.487  -1.461  -2.126
H  -2.276  -0.043  -2.716
H  -2.868  -2.429  -3.631
H  -4.063  -2.427  -2.375
H  -4.331  -1.264  -4.880
H  -4.007  0.068  -3.802
H  -5.904  -1.718  -2.718
H  -6.398  -1.082  -4.102
H  -1.347  -2.616  -0.243
H  -3.450  -3.234  -0.649
H  -2.192  -2.663  2.157
H  -2.004  1.695  1.683
H  -1.781  0.036  2.108
H  -4.256  1.556  1.527
H  -4.328  -0.158  1.473
H  -3.268  1.146  3.929
H  -4.122  -0.328  3.816
H  -5.270  2.377  3.077
H  -5.394  1.739  4.686
H  -4.993  -3.648  2.386
H  -0.471  1.675  -0.549
H  -0.393  0.146  -1.332
C  4.602  -0.467  0.662
C  3.657  -1.251  -0.219
O  4.212  -1.489  -1.520
C  5.138  -2.445  -1.579
O  5.519  -3.119  -0.661
O  5.576  -2.517  -2.832
C  6.647  -3.446  -3.031
H  4.905  0.458  0.169
H  4.128  -0.221  1.612
H  5.506  -1.037  0.868
H  2.755  -0.679  -0.391
H  3.368  -2.195  0.243
H  6.382  -4.432  -2.660
H  7.550  -3.091  -2.539
H  6.816  -3.497  -4.102
C  9.570  3.651  2.621
C  9.289  4.064  1.193
O  9.616  3.023  0.259
C  8.746  2.025  0.184
O  7.715  1.928  0.797
O  9.207  1.141  -0.699
C  8.402  -0.031  -0.818
H  10.603  3.319  2.724
H  9.398  4.487  3.298
H  8.928  2.826  2.925
H  9.919  4.906  0.918
H  8.252  4.370  1.060
H  7.366  0.224  -1.028
H  8.468  -0.626  0.091
H  8.798  -0.610  -1.647

Calculated values
- frontier orbital gap (eV) = 8.1
- LUMO level (eV) = -3.8597
- net charge = +1
- F_max (eV Å⁻¹) = 5.13
- E_HOMO (eV) = -11.963

---

No. 6
The following is a DFT calculation (ωB97M-V/def2-TZVPD) of a molecular structure, C2H2BO5.

CARTESIAN COORDINATES (ANGSTROEM)
B  0.606  0.524  -0.386
C  -0.141  0.130  1.010
C  -1.365  -0.634  0.736
O  -2.570  -0.541  0.742
O  -0.523  -1.559  0.440
O  0.342  0.239  2.151
O  1.021  1.784  -0.723
O  0.796  -0.427  -1.347
H  1.398  1.752  -1.607
H  0.435  -1.268  -1.016

Calculated values
- frontier orbital gap (eV) = 7.2
- LUMO level (eV) = 3.3790
- net charge = -1
- F_max (eV Å⁻¹) = 2.83
- E_HOMO (eV) = -3.836
- ΔE to the lowest compared entry with this formula, charge and spin (kJ/mol) = 103.3